(1)
55
Properties=species:S:1:pos:R:3:forces:R:3 method="wB97M-V/def2-TZVPD" e_above_lowest_kj_mol=242.4 fmax_ha_per_bohr=0.0265 lumo_energy_ev=-0.241 homo_lumo_gap_ev=8.69 smiles="Cc1noc(C)c1C(=O)OCC(=O)N1CCN(S(=O)(=O)c2ccc3ccccc3c2)CC1"
C 5.5493 -3.1692 2.2375 0.06 -0.02 0.14
C 5.2000 -1.9391 1.4951 -0.33 0.44 -0.45
N 5.6836 -0.7706 1.8025 0.60 -0.76 0.95
O 5.1649 0.1357 0.9302 -0.55 0.38 -0.77
C 4.3571 -0.4734 0.0627 -0.09 -0.92 0.01
C 3.6636 0.3603 -0.9433 0.02 0.17 0.09
C 4.3313 -1.8230 0.3602 0.25 0.79 0.09
C 3.5696 -2.9047 -0.2535 -0.03 -0.08 0.16
O 3.3160 -3.9616 0.2731 0.11 0.06 -0.05
O 3.1465 -2.5717 -1.4874 0.10 0.19 -0.09
C 2.2481 -3.4502 -2.1554 -0.22 -0.39 -0.20
C 1.0755 -2.6047 -2.6571 0.32 -0.29 0.04
O 0.8077 -2.5493 -3.8405 0.12 -0.08 -0.27
N 0.4113 -1.8831 -1.7247 -0.36 0.19 0.15
C 0.6076 -1.9736 -0.2930 -0.05 -0.15 0.31
C -0.7316 -1.8012 0.4298 0.56 -0.30 0.32
N -1.3763 -0.5622 0.0534 0.15 0.89 0.65
S -0.6271 0.8038 0.7140 -0.50 -0.25 -0.09
O 0.4968 1.2468 -0.0750 -0.35 0.26 -0.10
O -0.3788 0.4963 2.0893 -0.18 -0.09 0.20
C -1.9536 1.9884 0.5773 0.29 -0.45 0.10
C -1.8572 3.0433 -0.3376 0.04 0.28 -0.21
C -2.8897 3.9333 -0.4445 0.18 -0.14 0.01
C -4.0448 3.7976 0.3570 0.01 -0.24 0.19
C -5.1232 4.7033 0.2704 -0.22 0.07 0.07
C -6.2269 4.5529 1.0627 0.16 0.16 -0.24
C -6.3066 3.4908 1.9780 0.10 -0.28 0.17
C -5.2806 2.5946 2.0872 -0.21 0.07 0.07
C -4.1272 2.7223 1.2846 0.13 0.22 -0.24
C -3.0484 1.8182 1.3721 0.07 -0.02 0.03
C -1.6092 -0.5052 -1.3742 0.16 0.17 -0.58
C -0.3250 -0.7112 -2.1748 -0.20 0.18 -0.35
H 6.0748 -3.8607 1.5811 0.03 -0.08 0.01
H 4.6408 -3.6635 2.5745 0.02 -0.05 0.04
H 6.1793 -2.9187 3.0854 0.06 -0.02 0.06
H 2.7140 0.7241 -0.5416 0.03 -0.03 -0.02
H 4.2781 1.2264 -1.1772 0.03 0.05 -0.06
H 3.4675 -0.2169 -1.8416 0.01 0.03 -0.01
H 1.9463 -4.2630 -1.4854 0.02 0.15 -0.14
H 2.7535 -3.8726 -3.0284 -0.15 0.11 0.16
H 1.0192 -2.9447 -0.0234 0.04 0.05 -0.02
H 1.2850 -1.1821 0.0504 0.06 -0.15 0.02
H -0.5666 -1.7665 1.5067 0.01 -0.23 -0.06
H -1.4102 -2.6244 0.1875 0.01 0.09 0.01
H -0.9588 3.1291 -0.9284 0.06 0.09 -0.12
H -2.8350 4.7556 -1.1424 0.03 0.07 -0.07
H -5.0591 5.5198 -0.4340 -0.01 0.09 -0.06
H -7.0473 5.2511 0.9908 -0.05 0.07 -0.03
H -7.1865 3.3901 2.5956 -0.05 -0.04 0.06
H -5.3327 1.7764 2.7899 -0.03 -0.08 0.09
H -3.0731 0.9960 2.0698 -0.10 -0.11 0.13
H -2.0376 0.4712 -1.6079 -0.08 -0.08 -0.18
H -2.3430 -1.2801 -1.6176 0.02 0.09 0.04
H -0.5453 -0.8504 -3.2344 -0.01 0.07 0.16
H 0.3139 0.1702 -2.0455 -0.10 -0.13 -0.15

---

(2)
64
Properties=species:S:1:pos:R:3:forces:R:3 method="wB97M-V/def2-TZVPD" e_above_lowest_kj_mol=29.0 total_charge=+1 fmax_ha_per_bohr=0.0279 lumo_energy_ev=-3.824 homo_lumo_gap_ev=7.47
Os -0.2873 1.5246 -0.0395 0.49 -0.23 -1.33
C 4.2540 -0.2359 1.8632 0.21 0.31 -0.23
Si 2.7146 0.0826 0.8870 -0.13 -0.52 0.24
C 2.4474 -1.1940 -0.4286 -0.10 0.10 0.03
C 2.4052 1.8043 0.2494 0.18 -0.03 -0.10
H 5.1496 -0.1947 1.2390 -0.01 -0.02 0.01
H 4.1884 -1.2421 2.2798 -0.01 -0.01 0.02
H 4.3808 0.4813 2.6760 -0.03 -0.01 0.01
H 2.9262 -2.1312 -0.1481 -0.04 -0.03 -0.01
H 2.8847 -0.8466 -1.3686 0.01 -0.03 -0.01
H 1.3828 -1.3808 -0.5840 0.00 -0.02 -0.02
H 3.0880 2.5178 0.7201 -0.15 0.07 0.08
H 1.4312 2.2967 0.5098 0.02 0.20 -0.02
H 2.5840 1.8529 -0.8201 0.03 0.01 -0.08
C -3.1864 -2.4279 0.4562 0.00 0.00 -0.02
N -3.2969 -0.9915 0.1881 -0.08 0.07 -0.02
C -4.4888 -0.3469 0.0105 0.02 -0.09 0.00
C -4.5786 0.9822 -0.2175 0.01 0.08 -0.01
C -3.3662 1.7355 -0.3037 -0.03 -0.16 -0.15
N -2.2252 1.0546 -0.1984 -0.46 0.41 0.31
C -2.1593 -0.2537 0.1210 0.28 -0.26 -0.01
O -1.0068 -0.6752 0.3293 0.08 0.03 0.06
N -3.2943 3.0410 -0.5096 0.00 -0.02 0.02
H -4.1753 -2.8704 0.3840 0.00 0.01 0.00
H -2.7799 -2.5885 1.4524 0.01 0.00 0.00
H -2.5247 -2.8779 -0.2801 0.01 0.00 0.00
H -5.3654 -0.9764 0.0682 -0.01 0.01 0.00
H -5.5401 1.4542 -0.3441 0.00 0.00 0.01
H -4.1298 3.5935 -0.5921 0.02 0.02 -0.02
H -2.3815 3.4955 -0.5452 -0.02 0.00 0.02
O 1.7263 -2.3468 2.4798 -0.01 0.05 0.02
C 1.2493 -1.3139 2.8583 -0.08 -0.03 0.09
N 1.4330 -0.0891 2.1796 0.08 -0.32 0.16
S 0.6089 1.1294 2.8656 -0.48 0.13 -0.18
O -0.5992 1.3837 2.0261 0.27 0.42 0.61
O 1.4086 2.2737 3.1454 0.10 -0.01 -0.02
C 0.0836 0.2320 4.2622 -0.12 -0.01 -0.01
C -0.5764 0.7090 5.3754 -0.04 -0.03 0.02
C -0.8809 -0.2247 6.3596 0.01 -0.05 -0.02
C -0.5321 -1.5663 6.2105 0.01 0.03 -0.03
C 0.1438 -2.0163 5.0811 -0.03 -0.03 0.03
C 0.4491 -1.0922 4.1015 0.12 0.07 -0.10
H -0.8333 1.7537 5.4841 0.00 0.00 -0.01
H -1.3882 0.0976 7.2585 0.00 0.00 0.00
H -0.7786 -2.2659 6.9975 0.00 0.00 0.00
H 0.4427 -3.0495 4.9670 0.00 0.00 0.01
O 0.6760 5.0268 -1.9576 -0.12 0.03 0.02
C 0.4036 3.8930 -1.6566 0.18 0.03 0.04
O -0.3156 3.5262 -0.6218 -0.16 -0.10 0.40
C 0.9018 2.7461 -2.5095 -0.02 0.08 -0.01
C 0.2992 1.5084 -2.3858 0.27 -0.12 0.18
C 0.7340 0.4516 -3.1756 -0.07 -0.06 0.03
C 1.8042 0.5752 -4.0290 0.00 0.03 -0.06
C 2.4107 1.8215 -4.0965 0.02 -0.06 -0.08
C 1.9712 2.9150 -3.3845 -0.07 0.08 0.06
N 3.5845 1.9742 -4.9944 0.02 -0.02 0.08
O 4.1172 3.0592 -5.0190 -0.02 0.00 -0.02
O 3.9273 0.9938 -5.6168 -0.01 0.01 -0.03
N -0.0081 -0.8231 -3.1356 -0.09 0.03 -0.03
O -1.0490 -0.8301 -2.4996 0.04 -0.02 -0.10
O 0.4422 -1.7588 -3.7496 0.04 0.01 0.10
H -0.6922 1.3720 -1.8780 -0.16 0.00 0.05
H 2.1461 -0.2490 -4.6367 0.01 -0.01 0.00
H 2.4491 3.8799 -3.4841 -0.01 0.00 0.01

---

(3)
57
Properties=species:S:1:pos:R:3:forces:R:3 method="wB97M-V/def2-TZVPD" s2=0.78 total_charge=+1 fmax_ha_per_bohr=0.0853 spin_multiplicity=2 lumo_energy_ev="-4.284 / -3.533" homo_lumo_gap_ev="6.82 / 7.61"
V -0.0156 0.0689 0.1961 -1.24 3.20 2.12
C -2.3073 -2.0633 -0.4305 -0.25 -0.29 -0.52
N -1.7673 -1.4600 0.7821 0.41 0.66 -0.25
C -1.3387 -2.4968 1.7180 0.15 -0.39 0.32
C -2.6815 -0.5613 1.4366 -0.33 0.59 0.61
C -4.0196 -0.8566 1.6239 0.19 -0.01 -0.01
C -4.8405 0.0265 2.3068 0.07 0.11 0.05
C -4.3011 1.1885 2.8290 -0.08 -0.15 -0.02
C -2.9586 1.4829 2.6761 0.55 0.00 -0.15
C -2.1178 0.6241 1.9615 -1.77 -0.82 0.29
N -0.7886 0.7894 1.6311 -0.95 0.73 1.39
C 0.1359 1.6141 2.2511 1.35 0.60 0.68
C -0.0801 2.8402 2.8886 -0.22 -0.25 -0.19
C 0.9573 3.4843 3.5372 0.05 -0.06 -0.03
C 2.2341 2.9489 3.5498 -0.07 -0.03 -0.08
C 2.4984 1.8009 2.8192 -0.02 -0.01 -0.16
C 1.4731 1.1650 2.1421 -0.50 0.76 0.70
N 1.6737 0.0172 1.2771 0.48 0.25 0.46
C 1.8122 -1.2182 2.0484 -0.12 -0.85 0.38
C 2.8554 0.1733 0.4219 0.69 0.06 -0.77
H -3.1023 -2.7848 -0.2132 0.03 0.08 0.06
H -1.5136 -2.6074 -0.9447 -0.07 0.01 0.02
H -2.7027 -1.2823 -1.0812 0.05 -0.07 0.03
H -2.1589 -3.1898 1.9438 0.03 0.11 -0.06
H -1.0231 -2.0359 2.6540 0.01 -0.05 -0.06
H -0.5178 -3.0693 1.2854 0.01 -0.01 0.00
H -4.4336 -1.7749 1.2382 -0.02 -0.10 -0.08
H -5.8884 -0.1943 2.4374 -0.07 -0.03 -0.02
H -4.9270 1.8851 3.3631 -0.08 0.06 0.07
H -2.5868 2.3976 3.1001 -0.02 0.01 0.04
H -1.0425 3.3186 2.8411 -0.02 -0.02 0.08
H 0.7577 4.4205 4.0323 -0.01 0.11 0.08
H 3.0261 3.4420 4.0896 0.10 0.03 0.03
H 3.5068 1.4205 2.7780 0.11 -0.06 -0.05
H 2.7656 -1.2431 2.5848 -0.08 0.15 -0.06
H 1.7793 -2.0687 1.3639 0.02 0.04 0.09
H 1.0015 -1.2903 2.7734 0.09 0.00 -0.08
H 3.7816 0.1171 0.9988 -0.14 0.04 0.09
H 2.8272 1.1335 -0.0993 -0.02 -0.15 0.12
H 2.8721 -0.6376 -0.3115 0.00 0.13 0.10
O 0.1944 -3.7198 -5.7295 0.10 -0.51 -0.32
C 0.1045 -3.2945 -4.4686 -0.29 0.32 0.25
O 0.2972 -4.0210 -3.5349 0.12 -0.03 -0.16
C -0.3173 -1.8881 -4.2614 -0.11 0.30 0.03
C -1.2113 -1.1013 -4.9682 0.38 -0.43 0.05
N -1.4049 0.0128 -4.2434 0.06 -0.15 -0.15
N -0.7058 0.0130 -3.1203 0.21 -0.14 0.39
C -0.0364 -1.1281 -3.1018 -0.39 0.02 -0.75
C 0.9051 -1.4121 -1.9873 1.46 -0.71 -2.73
O 2.0414 -1.7876 -2.1150 -0.72 0.08 0.11
O 0.3914 -1.1286 -0.8284 0.71 -3.99 -1.69
H 0.0656 -3.0317 -6.3927 0.05 0.14 0.20
H -1.7112 -1.2679 -5.9006 -0.19 -0.04 -0.18
H -1.9919 0.8048 -4.4637 0.06 -0.11 0.05
Se 0.2333 2.1109 -1.0630 1.26 0.78 -0.06
C -1.4951 1.6388 -1.0229 -0.69 0.28 -0.27
N -2.5800 1.2467 -0.9562 -0.32 -0.20 0.02

---

(4)
55
Properties=species:S:1:pos:R:3:forces:R:3 method="wB97M-V/def2-TZVPD" total_charge=+4 fmax_ha_per_bohr=0.2285 lumo_energy_ev=-16.849 homo_lumo_gap_ev=2.64
C -1.1075 -1.7618 -2.0049 -0.01 0.46 -1.44
N -0.4466 -0.6599 -1.5500 0.14 0.49 1.53
N 0.1175 -0.0414 -2.6414 -0.76 0.02 -0.03
C -0.2623 -0.6770 -3.7591 -0.01 -0.04 1.23
C -1.0385 -1.7805 -3.3924 -0.17 -0.30 0.73
B 1.0965 1.1532 -2.5114 1.40 -0.23 -0.26
N 0.3762 2.2953 -1.7210 -0.66 0.05 0.22
N -0.3127 2.0821 -0.5388 0.27 -1.64 0.93
C -0.8158 3.2819 -0.1153 0.82 1.18 -2.00
C -0.4998 4.2430 -1.0845 -0.62 -0.78 1.31
C 0.2252 3.5785 -2.0792 -0.06 -0.96 0.83
Zr -0.6415 0.1795 0.5676 4.93 -2.21 -10.44
N 2.4022 0.6134 -1.7916 -1.49 0.40 0.99
N 2.2778 0.1340 -0.5131 -2.34 0.30 0.35
C 3.4184 -0.4213 -0.1495 0.47 0.13 -0.52
C 4.3415 -0.2498 -1.1935 1.28 -0.67 0.38
C 3.6690 0.4047 -2.2061 -0.22 0.24 -0.51
H 3.5103 -0.9052 0.8162 0.26 0.17 -0.22
H 3.9660 0.7560 -3.2113 -0.03 -0.38 0.86
H 5.3936 -0.5889 -1.1732 -0.88 0.38 -0.16
H 1.4172 1.5516 -3.6044 -0.31 -0.07 0.37
H 0.6264 3.9341 -3.0099 0.19 0.15 -0.13
H 0.0234 -0.3142 -4.7289 0.17 0.00 -0.18
H -0.7675 5.2710 -1.0542 -0.10 0.58 -0.07
H -1.4931 -2.4916 -4.0479 -0.06 -0.26 -0.23
H -1.3335 3.3657 0.8241 -0.18 0.27 -0.08
H -1.5912 -2.4469 -1.3265 -0.05 -0.04 -0.10
H 0.4682 1.1055 2.1088 -1.28 0.32 -0.07
C -0.6508 1.2377 2.4307 -1.42 1.96 2.61
H -0.7629 2.3318 2.6322 0.28 -0.90 0.58
H -1.6276 1.0796 1.7040 0.50 2.03 3.52
H -0.8333 0.5738 3.3269 0.07 0.95 -0.67
C 1.6661 -4.2015 3.4242 -0.05 -0.38 0.24
C 2.0255 -2.8919 3.0731 -0.45 2.05 -0.93
C 1.1164 -2.0701 2.3976 1.82 -0.29 0.50
C -0.1806 -2.5643 2.1246 -2.48 1.57 -1.61
C -0.5188 -3.8940 2.4228 0.30 -1.96 1.26
C 0.4025 -4.7021 3.0915 -1.50 0.13 -0.60
N -1.1089 -1.7290 1.5015 0.68 -1.76 1.54
C -2.5113 -1.7875 1.5389 2.12 -0.17 0.20
C -3.2209 -1.0110 0.5841 -0.61 0.44 -0.06
C -4.6207 -1.0213 0.6249 1.22 0.74 -0.72
C -5.2827 -1.7163 1.6444 -0.23 -0.38 0.22
C -4.5661 -2.4097 2.6269 0.71 -0.31 0.23
C -3.1735 -2.4460 2.5835 -1.01 -0.42 0.37
H 2.3773 -4.8365 3.9574 -0.12 0.13 -0.16
H 3.0097 -2.4976 3.3242 -0.19 -0.17 -0.01
H 1.3948 -1.0421 2.0952 0.06 -0.63 0.25
H -1.5032 -4.2654 2.1385 0.44 -0.18 -0.07
H 0.1169 -5.7195 3.3512 0.18 0.11 -0.10
H -2.6827 -0.4881 -0.2494 -0.74 -0.54 0.01
H -5.1766 -0.4859 -0.1442 0.01 -0.12 0.23
H -6.3740 -1.7200 1.6733 0.23 0.07 -0.01
H -5.0724 -2.9376 3.4315 -0.08 0.17 -0.12
H -2.5786 -2.9457 3.3485 -0.42 0.24 -0.02

---

Repeat the fourth record exactly.
55
Properties=species:S:1:pos:R:3:forces:R:3 method="wB97M-V/def2-TZVPD" total_charge=+4 fmax_ha_per_bohr=0.2285 lumo_energy_ev=-16.849 homo_lumo_gap_ev=2.64
C -1.1075 -1.7618 -2.0049 -0.01 0.46 -1.44
N -0.4466 -0.6599 -1.5500 0.14 0.49 1.53
N 0.1175 -0.0414 -2.6414 -0.76 0.02 -0.03
C -0.2623 -0.6770 -3.7591 -0.01 -0.04 1.23
C -1.0385 -1.7805 -3.3924 -0.17 -0.30 0.73
B 1.0965 1.1532 -2.5114 1.40 -0.23 -0.26
N 0.3762 2.2953 -1.7210 -0.66 0.05 0.22
N -0.3127 2.0821 -0.5388 0.27 -1.64 0.93
C -0.8158 3.2819 -0.1153 0.82 1.18 -2.00
C -0.4998 4.2430 -1.0845 -0.62 -0.78 1.31
C 0.2252 3.5785 -2.0792 -0.06 -0.96 0.83
Zr -0.6415 0.1795 0.5676 4.93 -2.21 -10.44
N 2.4022 0.6134 -1.7916 -1.49 0.40 0.99
N 2.2778 0.1340 -0.5131 -2.34 0.30 0.35
C 3.4184 -0.4213 -0.1495 0.47 0.13 -0.52
C 4.3415 -0.2498 -1.1935 1.28 -0.67 0.38
C 3.6690 0.4047 -2.2061 -0.22 0.24 -0.51
H 3.5103 -0.9052 0.8162 0.26 0.17 -0.22
H 3.9660 0.7560 -3.2113 -0.03 -0.38 0.86
H 5.3936 -0.5889 -1.1732 -0.88 0.38 -0.16
H 1.4172 1.5516 -3.6044 -0.31 -0.07 0.37
H 0.6264 3.9341 -3.0099 0.19 0.15 -0.13
H 0.0234 -0.3142 -4.7289 0.17 0.00 -0.18
H -0.7675 5.2710 -1.0542 -0.10 0.58 -0.07
H -1.4931 -2.4916 -4.0479 -0.06 -0.26 -0.23
H -1.3335 3.3657 0.8241 -0.18 0.27 -0.08
H -1.5912 -2.4469 -1.3265 -0.05 -0.04 -0.10
H 0.4682 1.1055 2.1088 -1.28 0.32 -0.07
C -0.6508 1.2377 2.4307 -1.42 1.96 2.61
H -0.7629 2.3318 2.6322 0.28 -0.90 0.58
H -1.6276 1.0796 1.7040 0.50 2.03 3.52
H -0.8333 0.5738 3.3269 0.07 0.95 -0.67
C 1.6661 -4.2015 3.4242 -0.05 -0.38 0.24
C 2.0255 -2.8919 3.0731 -0.45 2.05 -0.93
C 1.1164 -2.0701 2.3976 1.82 -0.29 0.50
C -0.1806 -2.5643 2.1246 -2.48 1.57 -1.61
C -0.5188 -3.8940 2.4228 0.30 -1.96 1.26
C 0.4025 -4.7021 3.0915 -1.50 0.13 -0.60
N -1.1089 -1.7290 1.5015 0.68 -1.76 1.54
C -2.5113 -1.7875 1.5389 2.12 -0.17 0.20
C -3.2209 -1.0110 0.5841 -0.61 0.44 -0.06
C -4.6207 -1.0213 0.6249 1.22 0.74 -0.72
C -5.2827 -1.7163 1.6444 -0.23 -0.38 0.22
C -4.5661 -2.4097 2.6269 0.71 -0.31 0.23
C -3.1735 -2.4460 2.5835 -1.01 -0.42 0.37
H 2.3773 -4.8365 3.9574 -0.12 0.13 -0.16
H 3.0097 -2.4976 3.3242 -0.19 -0.17 -0.01
H 1.3948 -1.0421 2.0952 0.06 -0.63 0.25
H -1.5032 -4.2654 2.1385 0.44 -0.18 -0.07
H 0.1169 -5.7195 3.3512 0.18 0.11 -0.10
H -2.6827 -0.4881 -0.2494 -0.74 -0.54 0.01
H -5.1766 -0.4859 -0.1442 0.01 -0.12 0.23
H -6.3740 -1.7200 1.6733 0.23 0.07 -0.01
H -5.0724 -2.9376 3.4315 -0.08 0.17 -0.12
H -2.5786 -2.9457 3.3485 -0.42 0.24 -0.02